(a)
The following is a DFT calculation (ωB97M-V with the def2-TZVPD basis set) of one molecule with the formula C3H5NO3.

Results
- Structure (SMILES): C/C(=N/O)C(=O)O
- Orbital gap: 10.9 eV

Geometry as ORCA input:
```
! RIJCOSX wB97M-V def2-TZVPD def2/J DEFGRID3
* xyz 0 1
N 0.7625 1.3191 0.0296
O -1.5842 -0.7903 1.1853
H 1.4761 -1.5414 0.8043
C 1.4217 -1.0875 -0.0394
H -2.8170 -0.1164 -0.6923
H 1.1427 -1.9816 -0.7424
H 2.5606 -0.7760 -0.2510
O -0.3642 2.0476 0.4653
O -1.8799 0.0825 -0.9741
C 0.3346 0.1471 -0.1904
C -1.1346 -0.1272 0.1414
H 0.0817 2.8240 0.2636
*
```

These are the Löwdin partial charges, in e, on atoms 1 to 6:
1. N 0.071
2. O 0.023
3. H -0.030
4. C 0.007
5. H 0.155
6. H 0.104

---

(b)
The following is a DFT calculation (ωB97M-V with the def2-TZVPD basis set) of a 2-piece molecular cluster, C3H5NO3 overall.

Results
- Orbital gap (spin up / spin down): 7.9 / 8.0 eV

Geometry as ORCA input:
```
! RIJCOSX wB97M-V def2-TZVPD def2/J DEFGRID3
* xyz 0 1
C -1.0028 1.5760 -0.5002
H 1.0864 -0.1035 1.5961
C 0.4328 -0.5942 0.8965
N 0.9441 -1.3606 -0.1433
O 0.1180 -2.1022 -0.6945
H -1.6375 1.0122 0.1833
O -0.8330 -0.8169 1.2404
H -1.1501 -1.4759 0.5780
O 2.1152 -1.2473 -0.4701
H -1.5217 2.3545 -1.0481
H 1.1971 1.4476 -1.0470
C 0.2514 1.3104 -0.5909
*
```

These are the Löwdin partial charges, in e, on atoms 1 to 6:
1. C -0.061
2. H 0.144
3. C -0.168
4. N -0.424
5. O 0.036
6. H 0.058

---

Top of the stability list: (a), leading by 0.1106 hartree.